# 1
Here is 3 unconnected molecules or ions with the total composition C25H39N3O10P2 from the Open Molecules 2025 dataset. Energies are from ωB97M-V/def2-TZVPD.

Summary:
F_max = 1.6 eV/A
spin multiplicity = 1
SMILES = CC(=O)OC(=O)Cc1nc2c(P(C)O)c(CC(C)C)ccc2nc1[PH2]=N.CCOC(=O)OC.CCOC(=O)OC
LUMO energy = -0.699 eV

Geometry (Å):
P  -0.673433  -1.019480  -2.625679
P  2.894657  -3.348696  2.911187
O  3.764308  -4.538817  3.687789
O  -5.903690  2.141295  -0.596267
O  -2.587709  3.435882  -3.135767
O  -1.166365  4.902841  -3.825190
O  -7.164420  3.753239  0.359982
O  -3.352302  5.467631  -3.768073
O  1.420776  -0.458160  3.560700
O  -5.880413  2.562693  1.621462
O  -0.581974  0.087837  2.742002
O  -0.619087  1.246678  0.844406
N  1.585180  -2.281723  -2.028696
N  -0.405089  0.511389  -2.804053
N  1.198077  -2.238254  0.779844
C  6.158885  -2.568421  2.920211
C  4.599660  -3.909086  -0.848895
C  -0.902320  -1.066367  0.559239
C  2.493353  -2.800951  -1.162042
C  7.135702  -2.626029  0.667712
C  -0.883908  6.186596  -4.382795
C  6.668067  -3.507670  1.834351
C  0.334758  -1.701577  -0.047318
C  -6.282153  2.756396  0.369027
C  3.286686  -3.396352  1.107285
C  -2.459242  4.678113  -3.592389
C  0.686544  0.409526  3.250817
C  -4.665276  2.631237  -4.125101
C  5.622920  -4.528193  1.312210
C  -0.662558  0.182740  1.364802
C  1.171898  -4.004905  3.069985
C  0.539421  -1.749433  -1.453602
C  -7.629352  4.118369  -0.942595
C  2.313875  -2.810254  0.229393
C  4.449855  -3.933118  0.566829
C  3.668210  -3.375368  -1.692323
C  -4.879315  1.545103  1.779994
C  -3.501548  2.058367  1.414012
C  1.053977  1.854332  3.370974
C  -3.933914  3.018733  -2.858683
H  6.294494  -2.094771  0.222804
H  1.951131  1.908088  3.974092
H  -8.437858  4.828331  -0.796490
H  -6.830173  4.596337  -1.507662
H  7.548559  -4.065426  2.153179
H  -2.756785  1.314391  1.632019
H  5.495757  -4.340453  -1.274481
H  -1.322936  6.980179  -3.782222
H  -4.096404  1.882638  -4.678714
H  0.795025  -4.451762  2.153195
H  -3.441312  2.311484  0.355700
H  1.287352  2.217786  2.371388
H  -5.148516  0.663329  1.198307
H  -4.464849  3.794932  -2.310978
H  -8.005099  3.251233  -1.481186
H  1.131052  -4.695557  3.908064
H  0.196969  6.293661  -4.384911
H  -1.252651  6.241927  -5.406051
H  3.811852  -3.366639  -2.761948
H  -1.356155  -1.845232  1.171601
H  -1.972026  -1.333574  -2.166193
H  5.341954  -5.246785  2.071417
H  3.482061  -5.403683  3.361225
H  -5.647861  2.225357  -3.884219
H  -4.796604  3.492321  -4.780128
H  -1.629944  -0.795159  -0.193676
H  -1.198078  1.090836  -2.557683
H  0.256400  2.448868  3.802337
H  -4.905587  1.263847  2.831335
H  7.622165  -3.198962  -0.119830
H  6.180767  -5.105685  0.572047
H  6.964556  -1.866078  3.145361
H  -0.503416  -1.794160  -3.789590
H  0.564335  -3.137173  3.306395
H  7.794660  -1.848728  1.047167
H  5.344732  -1.963658  2.529088
H  -3.850235  2.156953  -2.200616
H  -3.273859  2.962771  1.979478
H  5.913787  -3.057928  3.855624

Force components x, y, z for each atom (eV/Å):
0.4 1.3 -0.1
0.0 1.2 1.0
-0.4 -0.3 -0.9
-0.1 0.0 -0.1
0.0 0.0 0.1
0.0 0.0 0.0
0.0 0.0 0.0
0.0 0.0 0.0
0.2 -0.9 0.3
-0.1 -0.1 0.0
0.0 -0.8 -0.4
0.4 0.7 -0.5
-0.2 -0.1 0.9
-0.3 -0.4 0.0
0.1 0.1 -0.5
0.8 0.0 0.0
-0.3 0.2 -0.3
-0.3 -0.9 0.5
0.8 -0.2 -0.5
-0.2 0.1 0.1
0.2 0.1 -0.1
-0.4 0.5 -0.6
0.5 0.1 0.4
0.1 0.1 0.1
0.0 -1.1 0.0
0.1 -0.1 0.0
0.4 0.7 0.3
0.1 0.1 -0.2
0.6 -0.2 -0.2
0.0 0.3 0.0
0.3 0.1 -0.4
-1.0 -0.1 -0.8
-0.1 0.1 -0.1
-0.2 0.2 0.6
-0.4 0.2 -0.1
0.3 -0.1 0.2
0.4 -0.2 0.1
-0.6 0.4 -0.2
-0.2 -0.1 -0.2
-0.3 -0.2 0.0
-0.1 0.0 -0.1
0.1 0.0 0.1
0.0 0.0 0.1
0.0 -0.1 0.0
-0.1 -0.2 0.3
0.1 -0.1 0.2
0.0 0.0 0.0
-0.1 0.0 0.0
0.0 -0.1 0.1
-0.1 -0.2 0.1
0.0 -0.1 0.0
-0.2 0.2 -0.1
-0.1 0.1 -0.1
0.1 0.1 -0.1
0.1 0.0 0.0
0.1 -0.1 0.0
0.0 -0.1 0.0
-0.1 0.0 0.0
0.0 0.0 -0.1
0.0 0.1 0.2
0.1 -0.5 -0.1
-0.1 0.2 0.3
0.2 -0.2 0.2
0.0 0.0 0.1
0.0 0.0 0.1
0.0 0.1 -0.2
0.1 0.3 -0.1
-0.1 0.1 -0.1
-0.2 0.2 0.0
0.1 0.0 0.0
-0.1 -0.2 -0.1
0.0 0.1 0.1
0.1 -0.3 0.3
-0.2 0.0 0.0
0.3 -0.1 -0.1
-0.3 -0.1 0.2
0.2 0.0 0.0
0.1 -0.1 0.1
-0.4 -0.1 0.0

# 2
Here is 4 unconnected molecules or ions with the total composition C3H9NO2S2 from the Open Molecules 2025 dataset. Energies are from ωB97M-V/def2-TZVPD.

Summary:
F_max = 5.1 eV/A
spin multiplicity = 1
LUMO energy = -4.729 eV
energy above the lowest of the compared OMol25 structures with the same formula, charge and spin = 1125.2 kJ/mol

Geometry (Å):
S  -4.119265  -0.446055  2.628204
S  2.450404  -1.313788  -1.617580
O  0.262684  1.557908  -0.374941
O  2.950756  1.676160  -1.326415
N  -1.511546  0.234451  1.902410
C  -0.499914  0.578682  -0.583767
C  -0.078616  -0.795454  0.110862
C  -1.411360  -0.188587  0.555528
H  -2.192247  -0.864663  0.221235
H  2.028041  1.963642  -1.367392
H  2.920484  0.694706  -1.454491
H  -2.464354  0.500517  2.203140
H  0.739680  -0.727481  0.820611
H  3.560100  -1.511276  -2.341810
H  -1.198719  0.758053  -1.401316
H  -1.370486  -0.482639  2.616446
H  -0.065643  -1.634177  -0.590724

Force components x, y, z for each atom (eV/Å):
0.6 -0.1 -0.3
-0.2 -0.3 0.1
-0.5 -1.1 0.7
0.2 -0.2 -0.1
-1.3 -0.5 0.5
0.4 3.2 -1.1
-2.4 0.0 1.1
2.6 -4.0 1.8
-0.6 1.1 -1.0
0.2 -0.2 0.0
-0.2 1.0 0.1
-0.3 1.5 -0.6
0.2 0.5 -0.5
0.0 -0.1 -0.1
0.3 -1.2 -0.7
1.3 -0.2 -0.5
-0.3 0.4 0.3

# 3
Here is a molecular structure, C16H32O9S5Tl from the Open Molecules 2025 dataset. Energies are from ωB97M-V/def2-TZVPD.

Summary:
F_max = 5.6 eV/A
spin multiplicity = 1
LUMO energy = -7.078 eV
energy above the lowest of the compared OMol25 structures with the same formula, charge and spin = 684.5 kJ/mol
net charge = +1

Geometry (Å):
Tl  -8.289407  -19.656255  -17.508443
S  -11.892694  -25.717562  -14.286356
S  -4.142704  -18.332440  -23.217583
S  -15.362810  -18.514875  -15.093963
S  -3.386453  -14.839143  -14.264527
S  -10.295974  -12.027721  -16.559442
O  -6.624417  -19.557562  -7.128592
O  -7.038140  -21.860387  -12.013786
O  -11.309256  -24.425597  -14.869933
O  -9.355013  -13.238879  -16.375566
O  -14.020903  -18.063077  -15.657295
O  -5.655993  -22.408395  -7.734965
O  -7.997195  -19.364013  -11.486783
O  -4.745441  -18.122702  -21.831015
O  -3.751634  -15.989024  -15.164121
C  -6.325944  -21.628242  -8.544743
C  -7.503110  -19.946335  -10.560908
C  -9.353718  -10.688481  -17.459274
C  -7.082391  -21.432214  -10.867768
C  -2.316537  -18.432369  -23.122315
C  -6.473269  -22.273446  -9.747084
C  -4.483334  -19.986474  -23.914571
C  -7.291241  -19.429905  -9.280387
C  -2.717627  -15.455711  -12.690549
C  -16.636398  -17.285725  -15.664439
C  -6.777676  -20.168740  -8.273434
C  -10.209377  -11.214301  -14.873053
C  -1.881455  -14.180945  -14.975889
C  -12.201434  -25.425339  -12.523342
C  -10.440676  -26.825662  -14.042126
C  -15.432482  -17.908680  -13.386968
H  -4.126575  -20.091154  -24.939207
H  -2.045375  -14.732084  -12.229533
H  -17.644152  -17.370894  -15.257902
H  -10.364964  -26.672742  -12.965568
H  -16.345460  -16.265922  -15.412545
H  -2.048695  -18.978857  -22.218040
H  -6.050705  -23.251373  -9.924591
H  -12.864356  -24.564236  -12.438822
H  -8.267089  -10.773547  -17.468984
H  -15.465474  -16.829404  -13.237999
H  -2.082326  -16.341355  -12.702486
H  -5.568773  -20.048131  -23.836309
H  -12.733036  -26.229432  -12.014470
H  -1.794893  -18.717746  -24.035850
H  -4.235771  -20.843801  -23.288631
H  -10.580996  -27.873124  -14.308991
H  -1.940691  -17.419663  -22.976482
H  -1.162114  -14.987422  -15.118277
H  -11.307105  -25.258168  -11.923069
H  -2.092341  -13.939698  -16.017720
H  -9.193981  -10.953915  -14.574266
H  -10.530511  -11.888209  -14.078822
H  -3.464106  -15.648582  -11.920049
H  -1.480720  -13.332794  -14.420783
H  -10.814089  -10.312728  -14.971008
H  -7.508147  -18.384194  -9.119672
H  -16.820538  -17.475985  -16.721784
H  -9.459794  -9.688026  -17.039823
H  -16.317537  -18.342696  -12.921793
H  -9.537053  -26.431384  -14.506986
H  -9.653909  -10.817001  -18.499217
H  -14.513425  -18.207319  -12.882728

Force components x, y, z for each atom (eV/Å):
0.0 0.1 0.1
1.0 1.2 -1.0
-0.1 0.7 -0.1
0.6 1.9 -0.2
-0.4 -0.6 -0.2
3.0 -0.7 2.0
-0.1 -2.9 -2.8
-0.3 0.6 1.3
-0.7 -1.4 0.9
-1.5 1.6 -0.8
-1.6 -0.5 0.5
-2.1 3.2 -1.0
-0.6 0.8 -1.1
1.1 -1.1 -1.4
0.2 0.4 0.7
3.0 -2.3 4.1
0.1 -1.3 -0.5
0.2 -0.4 -0.1
1.3 -1.7 -0.5
0.0 0.7 0.8
-2.0 1.3 -3.3
-0.9 -0.3 1.3
-0.7 1.2 -1.3
0.8 -0.1 0.9
-0.3 -0.4 -0.3
1.4 1.2 4.9
-0.1 0.0 -0.7
0.5 -0.5 -0.5
-0.4 0.3 0.5
-0.2 0.4 1.0
0.3 -0.1 0.5
0.0 0.2 0.2
-0.2 0.6 -0.3
0.2 -0.7 0.7
0.8 -0.8 -0.1
0.5 -0.1 -0.4
0.1 -0.4 -0.3
0.0 0.0 0.0
0.1 0.1 -0.2
0.0 -0.9 0.4
-0.1 0.1 -0.7
-0.2 -0.3 -0.9
-0.2 0.3 -0.7
0.0 -0.4 -0.5
-0.5 -0.7 0.0
0.9 0.2 0.1
-0.3 0.2 0.0
-0.4 0.2 0.2
0.2 -0.1 0.6
0.2 0.3 -0.4
-0.5 0.5 0.2
0.2 0.0 -0.6
-0.6 -0.1 -0.4
-0.5 0.1 -0.5
-0.1 -0.1 -0.1
-0.1 0.0 0.4
0.0 0.0 0.1
0.6 0.4 -0.1
-0.9 -0.1 -0.2
0.1 -0.1 0.1
-0.4 0.2 -0.2
-0.2 0.5 0.1
-0.1 -0.5 0.0

# 4
Here is a single C17H14FN5O3S molecule from the Open Molecules 2025 dataset. Energies are from ωB97M-V/def2-TZVPD.

Summary:
F_max = 1.9 eV/A
spin multiplicity = 1
SMILES = COC(=O)c1ccc(-n2nnnc2SCC(=O)Nc2ccccc2F)cc1
LUMO energy = -0.267 eV

Geometry (Å):
S  1.054936  2.613156  -1.039977
F  1.281405  -1.498551  -0.498063
O  -5.741054  -1.105376  0.171919
O  -5.733819  0.336602  -1.544366
O  4.906694  1.791786  -0.661713
N  1.934066  2.220891  1.490424
N  3.069773  0.459944  -0.889327
N  1.480869  1.692154  2.614647
N  0.300222  1.269207  2.492537
N  -0.104583  1.513113  1.231597
C  0.953962  2.122595  0.616911
C  -1.943608  1.715266  -0.346819
C  -5.194537  -0.137275  -0.575153
C  3.537853  -0.795973  -0.500786
C  -1.364823  1.123896  0.770518
C  4.285530  -3.367486  0.282228
C  2.594591  -1.805683  -0.306019
C  -7.020141  -1.560080  -0.244616
C  2.849988  2.867500  -1.138513
C  -3.187063  1.287283  -0.765773
C  -2.033089  0.124012  1.473919
C  5.238588  -2.379269  0.104338
C  4.876615  -1.101488  -0.285234
C  -3.859820  0.282038  -0.075949
C  3.726223  1.644296  -0.858749
C  -3.276946  -0.294056  1.050732
C  2.945434  -3.080675  0.077419
H  3.130429  3.650125  -0.433281
H  -1.437301  2.506819  -0.876421
H  -3.801418  -1.068889  1.586046
H  5.616610  -0.329959  -0.415342
H  -3.658923  1.727238  -1.630690
H  -7.322879  -2.316758  0.474399
H  2.078599  0.483745  -1.105212
H  -1.561959  -0.306621  2.343213
H  6.281070  -2.602391  0.269770
H  3.037998  3.220910  -2.153964
H  -7.731960  -0.732170  -0.255328
H  4.578329  -4.360633  0.584207
H  2.176801  -3.824204  0.215310
H  -6.962668  -1.985026  -1.248841

Force components x, y, z for each atom (eV/Å):
0.0 0.2 -0.4
0.2 0.0 0.0
0.4 0.0 0.2
0.0 -0.1 0.1
0.3 0.1 0.1
0.1 0.5 -1.2
-0.5 -0.3 -0.2
0.3 -0.3 1.0
-1.0 -0.5 0.6
1.6 0.8 -0.5
-0.3 -0.2 0.5
0.2 0.0 0.2
-0.2 0.0 -0.2
0.1 -0.2 0.1
-0.8 -0.4 -0.1
0.1 0.0 0.0
0.1 0.0 0.0
-0.4 0.0 -0.3
-0.2 0.1 0.2
-0.2 -0.2 0.1
0.1 0.1 0.0
0.0 -0.1 0.0
0.0 0.1 0.0
0.2 0.1 0.0
-0.3 0.1 -0.1
-0.1 0.1 -0.2
-0.1 0.2 -0.1
0.1 -0.1 -0.1
-0.1 0.1 0.0
0.0 -0.1 0.0
0.0 0.0 0.0
0.0 0.0 -0.1
0.0 0.0 0.0
0.3 0.1 0.1
0.0 0.0 0.0
0.1 0.0 0.0
0.0 0.0 0.0
0.0 -0.1 0.0
0.0 -0.1 0.0
-0.1 -0.1 0.0
0.0 0.0 0.1

# 5
Here is a single C4H4FN molecule from the Open Molecules 2025 dataset. Energies are from ωB97M-V/def2-TZVPD.

Summary:
F_max = 4.0 eV/A
spin multiplicity = 1
SMILES = C/C(F)=C\C#N
LUMO energy = 0.612 eV
energy above the lowest of the compared OMol25 structures with the same formula, charge and spin = 52.6 kJ/mol

Geometry (Å):
F  1.422000  -0.542321  -1.442497
N  -1.348114  1.172490  1.838968
C  0.596912  0.584186  0.324056
C  -0.828515  -1.171987  -0.706783
C  -0.405853  0.909731  1.205832
C  0.404835  -0.395334  -0.544493
H  -0.922969  -1.636724  -1.656026
H  -1.719468  -0.475418  -0.496346
H  -0.845973  -1.901021  0.122370
H  1.522928  1.127047  0.468017

Force components x, y, z for each atom (eV/Å):
-0.8 -0.7 0.4
1.4 -0.4 -0.7
1.6 0.0 0.1
-1.3 0.8 1.7
-3.3 0.8 2.0
1.2 1.2 -1.2
0.0 -0.4 -0.7
1.3 -1.0 -0.5
-0.2 -0.1 -0.5
0.1 -0.2 -0.5

# 6
Here is a molecular structure, C3H8N2 from the Open Molecules 2025 dataset. Energies are from ωB97M-V/def2-TZVPD.

Summary:
F_max = 5.4 eV/A
spin multiplicity = 1
LUMO energy = 0.961 eV
energy above the lowest of the compared OMol25 structures with the same formula, charge and spin = 319.8 kJ/mol

Geometry (Å):
N  -1.825751  0.666123  -0.858543
N  -1.580925  -0.917377  0.873060
C  0.601788  -0.049749  -0.355890
C  1.584671  0.064015  0.800168
C  -1.135622  -0.196621  -0.050548
H  -2.829981  0.550813  -0.777121
H  -0.381108  -1.011463  0.860847
H  0.806211  -0.935279  -0.961398
H  2.613230  0.130824  0.434450
H  0.741174  0.796726  -1.031868
H  -1.490776  0.769637  -1.806384
H  1.374808  0.942514  1.417226
H  1.522282  -0.810163  1.456001

Force components x, y, z for each atom (eV/Å):
-0.7 0.2 -0.4
4.8 -0.8 0.2
-2.1 0.3 -1.3
-0.7 -0.1 0.5
2.8 2.4 -1.9
0.1 0.0 -0.2
-4.0 -2.0 2.9
0.1 -0.1 0.1
-0.2 -0.1 -0.1
-0.1 0.1 0.1
-0.1 0.1 0.2
0.1 -0.1 -0.1
0.1 0.0 0.0

Number 1: E_tot -2575.3995 a.u., HOMO energy -7.930 eV. Number 2: E_tot -1120.9169 a.u., HOMO energy -8.257 eV. Number 3: E_tot -3468.6940 a.u., HOMO energy -10.479 eV. Number 4: E_tot -1653.7777 a.u., HOMO energy -8.817 eV. Number 5: E_tot -309.4018 a.u., HOMO energy -9.990 eV. Number 6: E_tot -228.5268 a.u., HOMO energy -9.589 eV.